Record 1
This record from the Open Molecules 2025 dataset describes C16H16AsF4FeN2O6S as an isolated structure. The level of theory is wB97M-V/def2-TZVPD.

## Properties
* highest occupied orbital energy (spin up / spin down): -0.313 / -0.317 hartree
* orbital gap (spin up / spin down): 7.75 / 7.81 eV
* multiplicity: 2
* ⟨S²⟩: 1.04

Atoms and positions in Å:
Fe 0.397025 0.350903 -0.012046
C 1.434739 1.999467 -2.220173
N 1.847138 1.321410 -0.975059
C 2.471692 2.310970 -0.077266
C 2.793338 0.226146 -1.313613
C 3.059599 -0.616100 -0.073643
N 1.830786 -0.568766 0.698470
C 1.842278 -0.832466 2.046388
C 1.012066 -0.059020 2.860518
F 0.307998 0.929615 2.240508
C 0.927944 -0.228429 4.220896
F 0.115628 0.557133 4.934829
C 1.695847 -1.192134 4.849093
C 2.538702 -1.955200 4.066890
F 3.295567 -2.899264 4.638771
C 2.619031 -1.791047 2.695164
F 3.433517 -2.584605 1.982784
H 2.322282 2.381029 -2.733415
H 0.892621 1.308882 -2.860001
H 0.766941 2.820078 -1.979524
H 3.321233 2.784125 -0.577821
H 1.732505 3.071434 0.169744
H 2.809259 1.831456 0.838673
H 2.307401 -0.373360 -2.081877
H 3.712296 0.648325 -1.731006
H 3.332588 -1.630601 -0.372485
H 3.897380 -0.214301 0.507796
H 1.637791 -1.344177 5.916428
O -3.176500 2.879323 -1.152420
As -2.024095 1.638863 -1.623882
O -1.470116 1.943050 -3.120400
O -0.916322 1.649814 -0.340277
C -3.159568 0.072828 -1.467100
C -4.498488 0.273561 -1.775288
C -5.396365 -0.786336 -1.782727
C -4.963439 -2.066802 -1.490087
C -3.629221 -2.288469 -1.182606
C -2.739419 -1.225374 -1.170193
S -1.088155 -1.613900 -0.669645
O -0.910921 -3.022558 -0.758146
O -0.907268 -1.000840 0.680632
O -0.159374 -0.786254 -1.523272
H -3.112536 3.591102 -1.802231
H -4.842975 1.272247 -2.004091
H -6.435379 -0.603553 -2.022775
H -5.656688 -2.896927 -1.499630
H -3.268366 -3.281278 -0.954886

Force components x, y, z for each atom (eV/Å):
0.0436 -0.2754 0.2731
-0.0250 -0.0024 0.0240
0.0781 0.0525 -0.0877
-0.0424 -0.0012 0.0003
0.0049 0.0299 0.0089
0.0241 0.0078 0.0235
-0.0162 0.0349 -0.2304
-0.0488 0.0715 0.0461
0.0432 -0.0465 -0.0227
0.0007 0.0629 -0.0279
0.0005 0.0004 0.0115
-0.0003 0.0006 -0.0042
-0.0112 0.0094 0.0099
0.0179 -0.0149 -0.0068
-0.0025 0.0018 -0.0031
-0.0151 0.0022 0.0023
0.0001 0.0009 0.0016
0.0031 -0.0127 -0.0100
0.0070 0.0011 -0.0022
0.0131 0.0016 -0.0074
0.0045 0.0021 0.0076
-0.0065 -0.0089 0.0052
0.0108 -0.0048 0.0007
-0.0104 -0.0029 0.0052
0.0017 -0.0115 -0.0083
0.0154 0.0027 0.0058
-0.0042 -0.0021 0.0080
-0.0014 0.0008 -0.0004
0.0030 0.0238 0.0010
-0.0154 -0.0451 0.1271
-0.0331 -0.0063 -0.0349
0.0223 0.0505 -0.0699
0.0445 0.0037 -0.0367
-0.0038 0.0126 -0.0061
0.0077 -0.0018 -0.0005
-0.0009 0.0091 -0.0022
-0.0103 -0.0124 -0.0095
0.0028 -0.0528 -0.0223
-0.1438 0.0408 0.1418
0.0273 0.0027 -0.0008
-0.0896 -0.0485 -0.1282
0.0953 0.1243 0.0203
0.0046 -0.0058 -0.0054
0.0006 0.0021 0.0025
-0.0006 -0.0001 0.0003
-0.0002 -0.0003 -0.0010
0.0050 0.0040 0.0021


Record 2
This record from the Open Molecules 2025 dataset describes C16H16AsF9N3O3OsS4Si as an isolated structure. The level of theory is wB97M-V/def2-TZVPD.

## Properties
* highest occupied orbital energy (spin up / spin down): -0.335 / -0.349 hartree
* orbital gap (spin up / spin down): 7.59 / 5.81 eV
* multiplicity: 6
* ⟨S²⟩: 8.79

Atoms and positions in Å:
Os 0.182719 -0.238218 0.140076
S 4.049017 0.162022 -0.784798
C 4.152578 -1.503897 -0.925632
C 5.427564 -2.065071 -0.603748
N 6.468303 -2.478996 -0.351349
C 3.102539 -2.297153 -1.404975
S 1.549662 -1.745494 -1.711325
C 3.399604 -3.664251 -1.727013
N 3.612963 -4.763423 -1.981664
S -3.058888 -3.284180 -0.750464
C -1.892792 -2.377956 0.092965
N -1.348387 -1.402025 -0.578662
C -1.865709 -1.304296 -1.873359
C -1.496201 -0.367221 -2.839187
C -2.109534 -0.447261 -4.069455
C -3.073445 -1.429570 -4.341585
C -3.446118 -2.350685 -3.387352
C -2.826575 -2.276871 -2.140452
H -1.599130 -2.612695 1.105225
H -0.769980 0.410260 -2.630748
H -1.844870 0.267131 -4.835923
H -3.535029 -1.463622 -5.317911
H -4.190534 -3.105090 -3.597184
F 1.563751 1.470827 -0.694551
As 1.761742 2.944577 -1.755018
F 0.344532 2.401272 -2.604385
F 0.754562 3.793632 -0.639768
F 1.958247 4.307838 -2.767057
F 3.158105 3.301507 -0.801663
F 2.733658 1.928411 -2.774402
C -2.086952 0.311269 2.907297
Si -1.534769 1.826515 1.944634
C -2.947404 3.044954 1.838788
C -0.043263 2.621894 2.719867
C -1.182511 1.267751 0.162997
H -2.229994 0.530541 3.965329
H -1.354651 -0.499450 2.850340
H -3.034334 -0.063279 2.513186
H -3.280296 3.373341 2.823131
H -3.803825 2.608153 1.322657
H -2.630344 3.927605 1.281348
H -0.256712 2.873618 3.760448
H 0.218072 3.538369 2.188208
H 0.830448 1.971811 2.706155
H -0.801290 2.120947 -0.405213
H -2.137866 0.950103 -0.267519
F 0.763337 -0.511064 4.248019
C 1.842399 -1.218365 3.925233
F 1.744273 -2.429844 4.461215
F 2.919935 -0.609587 4.401242
S 1.985340 -1.374666 2.098413
O 1.890219 0.025040 1.600420
O 3.215383 -2.048863 1.853239
O 0.752463 -2.046271 1.651922

Force components x, y, z for each atom (eV/Å):
0.2063 0.0513 -0.6777
-0.0215 0.0254 0.0608
0.0443 0.0445 -0.0418
-0.1273 0.0139 -0.0409
0.1442 -0.0579 0.0530
0.0503 0.0443 -0.0222
-0.0961 0.0031 0.1391
-0.0499 0.0544 0.0482
0.0200 -0.0918 -0.0350
0.0094 0.0102 0.0075
0.0436 0.0169 -0.0177
-0.0546 -0.0501 0.1854
0.0561 -0.0078 0.0173
-0.0322 -0.0101 0.0053
-0.0166 -0.0150 -0.0033
0.0256 0.0201 0.0260
0.0266 0.0225 0.0327
-0.0441 -0.0153 -0.0934
-0.0011 -0.0011 0.0216
0.0158 -0.0075 0.0087
0.0094 0.0089 -0.0187
-0.0134 0.0058 -0.0332
-0.0181 -0.0211 -0.0055
-0.0877 -0.0560 0.1862
0.1764 0.1077 -0.0864
0.0244 0.0185 0.0120
0.0329 -0.0069 -0.0368
-0.0245 -0.1629 0.1059
-0.1240 -0.0159 -0.1199
-0.0771 0.0798 0.0200
0.0622 -0.0946 -0.0750
-0.0440 -0.0246 0.0113
0.0270 0.0082 -0.0766
0.0251 -0.0116 -0.0258
-0.0147 0.1571 0.3036
-0.0256 0.0523 0.0551
-0.0057 -0.0022 0.0042
-0.0423 -0.0201 -0.0152
0.0098 -0.0007 0.0870
-0.0323 0.0028 -0.0118
-0.0252 0.0381 -0.0273
-0.0034 0.0438 0.0274
0.0072 0.0162 -0.0080
0.0351 -0.0310 -0.0022
-0.0199 -0.0274 0.0624
0.0371 0.0027 -0.0734
-0.0173 -0.0032 -0.0415
0.0397 -0.0141 0.0812
0.0024 0.0176 -0.0262
-0.0252 -0.0076 -0.0343
-0.0505 0.1669 -0.1668
-0.0251 -0.1023 0.0106
0.0253 0.0116 0.1002
-0.0368 -0.1857 0.1440


Record 3
This record from the Open Molecules 2025 dataset describes C16H16BN9O7Re as an isolated structure. The level of theory is wB97M-V/def2-TZVPD.

## Properties
* net charge: +4
* highest occupied orbital energy (spin up / spin down): -0.769 / -0.769 hartree
* orbital gap (spin up / spin down): 3.24 / 2.83 eV
* multiplicity: 4
* ⟨S²⟩: 3.98

Atoms and positions in Å:
C -2.378511 0.013004 1.852913
N -1.999041 0.003375 0.514383
N -2.969736 -0.530448 -0.293993
C -3.959889 -0.833748 0.513603
C -3.641045 -0.513340 1.820487
B -2.748135 -0.720900 -1.833525
N -2.289116 0.569895 -2.528673
N -1.237519 1.320102 -2.004018
C -1.081167 2.401793 -2.850543
C -2.037651 2.325063 -3.865703
C -2.771953 1.168272 -3.626578
Re -0.349802 0.657133 -0.288887
N -1.750952 -1.872912 -2.129882
N -0.446853 -1.798986 -1.706309
C 0.117145 -2.981501 -2.074305
C -0.830930 -3.797560 -2.728934
C -1.997567 -3.048571 -2.749121
H 1.151057 -3.242165 -1.869910
H -2.991346 -3.240471 -3.140717
H -0.717784 -4.792287 -3.139178
H -3.810855 -1.038238 -2.255042
H -3.606257 0.719617 -4.143770
H -4.806836 -1.261846 0.044625
H -2.195132 3.011207 -4.678540
H -4.226971 -0.640828 2.689277
H -0.323959 3.150666 -2.668614
H -1.688083 0.423308 2.585254
H 0.989609 -0.117534 -1.448630
C 1.475222 0.928604 -1.142424
H 1.520632 1.574486 -2.069201
H 0.974907 1.821142 -0.178744
H 2.464090 0.710657 -0.625648
O 5.974286 0.628750 4.026655
N 5.018773 1.421660 3.927770
O 4.992878 2.589613 4.370761
C 3.818968 0.946687 3.235442
C 3.753630 -0.357998 2.704926
C 2.597936 -0.793157 2.048978
C 1.478326 0.086011 1.900439
O 0.436962 -0.310698 1.179577
C 1.570969 1.407274 2.444480
C 2.734897 1.827444 3.105957
N 0.504204 2.380038 2.303855
O 0.621008 3.446824 2.916301
O -0.491240 2.100665 1.498334
N 2.580535 -2.163927 1.483347
O 3.622363 -2.835413 1.655376
O 1.557706 -2.560409 0.895176
H 4.613202 -1.014471 2.814564
H 2.779025 2.834114 3.508410

Force components x, y, z for each atom (eV/Å):
-0.8547 -0.6444 -1.6318
1.1318 0.8945 -0.8815
0.6614 0.4314 0.8842
-0.1347 -0.3431 -1.8886
0.9587 0.6072 2.3339
-0.5919 -1.7744 -0.6967
-0.2998 0.4621 0.1174
-0.0466 0.0448 0.2787
-0.8896 -0.1123 -0.9003
1.7283 1.2110 0.7129
0.1919 -1.5426 1.6814
-5.4271 -0.5222 1.0668
-0.5876 1.1673 0.5542
-0.4922 0.0423 -0.4327
0.0527 -0.2773 0.2068
0.1869 0.6726 0.3755
0.2740 0.5922 0.4807
-0.1997 0.2472 0.0337
0.2492 -0.1167 0.0134
0.2868 0.1605 0.0465
-0.0553 0.1029 -0.1369
-0.0992 0.0657 -0.1779
-1.0817 -0.3784 0.1373
0.0632 0.2126 -0.1028
-0.8356 -0.2172 0.5984
-0.0783 0.0569 -0.0560
-0.7166 -0.3592 0.0068
0.6601 0.2697 -0.1068
3.3437 1.5624 -0.5481
0.5192 -0.8787 0.9299
1.1640 -1.0288 -2.0389
-0.9610 0.3715 -1.1576
-2.4331 1.1601 -0.6194
2.9005 1.2491 1.7650
-0.6200 -2.5439 -1.2448
0.0655 -0.8084 -0.2236
-0.5547 -0.6250 -0.3537
1.5039 0.2933 1.0540
-1.4378 -0.5382 -1.2511
2.6302 0.3874 1.8269
1.5117 0.2128 0.7863
-2.0895 0.4600 -0.5914
0.3397 2.7928 1.0142
-1.3498 -3.6504 -2.3517
0.9152 0.5149 0.2830
1.1277 -3.1862 -0.5855
-2.7385 2.1768 -0.3335
1.8229 1.1599 1.0513
0.0272 -0.1026 -0.0470
0.2583 0.0680 0.1190


Record 4
This record from the Open Molecules 2025 dataset describes C16H16Br2F9N2O3SiTc as an isolated structure. The level of theory is wB97M-V/def2-TZVPD.

## Properties
* net charge: +1
* highest occupied orbital energy (spin up / spin down): -0.455 / -0.448 hartree
* orbital gap (spin up / spin down): 6.89 / 7.06 eV
* multiplicity: 2
* ⟨S²⟩: 0.76

Atoms and positions in Å:
Tc -0.672818 -0.431382 -1.495444
Br -3.258001 -3.173953 0.063822
C -2.459154 -3.857566 -1.501355
Br -1.721006 -2.464004 -2.694339
H -3.189382 -4.351700 -2.132007
H -1.617934 -4.492673 -1.253633
O 0.727340 -0.464563 -2.807342
N 1.682634 0.451681 -2.754622
N 1.432345 1.327160 -1.892049
O 0.342416 1.258970 -1.178843
C 2.307968 2.462082 -1.693639
C 3.452132 2.557854 -2.470593
C 4.274739 3.652014 -2.264841
C 3.946745 4.608221 -1.311349
C 2.792956 4.479806 -0.551170
C 1.951017 3.392659 -0.733214
H 3.692333 1.809811 -3.209410
H 5.174120 3.756186 -2.854677
H 4.596242 5.459212 -1.162395
H 2.541415 5.225246 0.189540
H 1.051238 3.275137 -0.149590
F -3.137016 2.433715 1.641892
C -2.449541 1.489232 1.007675
F -2.485932 0.366744 1.723100
F -1.170280 1.872179 0.940708
C -3.028695 1.244613 -0.414870
O -2.337607 0.215590 -1.047801
C -4.516383 0.760433 -0.323922
F -4.952011 0.430664 -1.538021
F -4.606365 -0.317233 0.453423
F -5.309216 1.700388 0.179029
C -2.953374 2.527930 -1.302067
F -1.706409 3.012959 -1.325186
F -3.759170 3.485618 -0.862350
F -3.282696 2.220896 -2.557186
C 3.036328 -2.894432 2.171051
Si 1.182516 -2.987999 2.365492
C 0.567264 -2.106889 3.889299
C 0.541880 -4.735828 2.245359
C 0.479077 -2.036155 0.903751
C 0.022963 -1.408025 -0.047037
H 3.514908 -3.429927 2.993172
H 3.391429 -1.864650 2.190037
H 3.365558 -3.352474 1.238356
H 0.930008 -2.613509 4.785466
H -0.522346 -2.102566 3.930932
H 0.909158 -1.073782 3.927880
H 0.928622 -5.337198 3.069869
H 0.846956 -5.217155 1.316524
H -0.546971 -4.763337 2.302576

Force components x, y, z for each atom (eV/Å):
-0.1615 -0.0687 -0.8752
-0.0642 0.0408 0.0730
0.2482 -0.0631 -0.1215
-0.0680 -0.0865 0.1007
0.0033 -0.0032 0.0790
-0.0310 0.0041 0.0061
-0.2377 0.1039 0.0695
0.1504 0.2198 0.1443
-0.1290 -0.1901 -0.3866
0.4335 0.0782 0.5253
-0.1025 -0.1415 -0.0252
0.0737 0.1833 0.0739
-0.0263 -0.0556 -0.0165
-0.0295 -0.0083 0.0101
-0.0193 -0.0344 -0.0103
0.1211 0.0656 -0.0361
-0.0055 -0.0310 -0.0217
0.0130 0.0111 -0.0025
0.0096 0.0172 0.0095
0.0059 0.0168 0.0059
-0.0244 -0.0267 -0.0053
0.0259 -0.0581 -0.0194
0.0131 0.0594 0.1206
0.0120 0.0266 -0.0223
-0.0305 -0.0352 -0.0226
-0.0744 0.0393 -0.1369
-0.2411 0.2049 0.0788
-0.1003 0.0231 0.0395
0.0144 0.0118 0.0344
-0.0002 -0.0153 -0.0399
0.0386 -0.0605 -0.0406
0.0011 0.1487 -0.0087
-0.0460 -0.0315 -0.0170
0.0666 -0.0783 -0.0438
0.0033 0.0132 0.0510
-0.1151 -0.0289 0.0085
-0.0011 0.0487 -0.0178
-0.0037 -0.1033 -0.0510
0.0130 0.0800 0.0627
0.0577 -0.0595 0.0324
0.1643 -0.2712 0.4607
0.0115 -0.0122 0.0131
-0.0114 0.0447 0.0112
-0.0012 -0.0228 -0.0244
0.0123 -0.0220 0.0152
-0.0335 -0.0125 -0.0113
0.0455 0.0469 -0.0413
0.0151 -0.0080 0.0280
0.0404 0.0146 -0.0546
-0.0358 0.0257 -0.0010


Calculated total energy (eV), listed in the same order as above: -149047.0314; -166445.9886; -47338.7972; -200583.2012
Calculated F_max (eV/A), listed in the same order as above: 0.39; 0.71; 5.56; 0.89